Record 1
{"formula": "C19H34ClN9O2P2S", "method": "ωB97M-V with the def2-TZVPD basis set", "species": ["C", "O", "C", "C", "N", "P", "S", "P", "O", "Cl", "H", "H", "H", "H", "H", "H", "H", "H", "H", "H", "C", "C", "N", "H", "H", "H", "C", "C", "N", "H", "H", "H", "C", "C", "N", "H", "H", "H", "C", "C", "N", "H", "H", "H", "C", "C", "N", "H", "H", "H", "C", "C", "N", "H", "H", "H", "C", "C", "N", "H", "H", "H", "C", "C", "N", "H", "H", "H"], "positions_angstrom": [[-2.7585, -0.3546, -0.1816], [-3.0017, -0.9376, -1.4661], [-1.9151, -0.9853, -2.3751], [-0.6048, -1.6104, -1.7895], [0.5277, -0.7391, -1.5426], [-2.5445, -2.1934, -3.6512], [-2.2079, -1.7349, -5.5104], [-1.5559, 0.6259, -3.3223], [-3.0914, 1.1003, -3.5992], [-1.1522, 1.9954, -1.7611], [-1.7154, -0.1024, -0.0188], [-3.0847, -1.0564, 0.5814], [-3.3443, 0.5618, -0.0909], [-0.2469, -2.3820, -2.4674], [-0.8866, -2.1013, -0.8605], [0.3405, 0.0180, -0.9049], [0.9530, -0.4012, -2.3929], [-3.8930, -2.3365, -3.2854], [-1.9716, -3.4120, -3.2583], [-3.7454, 0.4421, -3.3330], [-3.5904, 1.8636, 3.7587], [-2.7879, 0.7483, 3.2672], [-2.1578, -0.1291, 2.8795], [-3.5930, 2.6624, 3.0189], [-4.6113, 1.5394, 3.9406], [-3.1772, 2.2410, 4.6906], [0.9991, -5.0165, 0.9518], [0.2168, -4.8676, -0.2685], [-0.3816, -4.7423, -1.2398], [0.3880, -5.4716, 1.7294], [1.8684, -5.6421, 0.7568], [1.3375, -4.0378, 1.2887], [3.3105, 1.6066, -1.6520], [3.7280, 0.4529, -0.8651], [4.0759, -0.4584, -0.2612], [3.5521, 1.4380, -2.7011], [2.2378, 1.7596, -1.5434], [3.8322, 2.4968, -1.3063], [6.0836, -1.8827, -2.9705], [5.6930, -0.6892, -3.7088], [5.3866, 0.2533, -4.2889], [6.8036, -2.4475, -3.5576], [6.5503, -1.5978, -2.0310], [5.2101, -2.5044, -2.7787], [5.3031, -3.3745, 0.9116], [4.6831, -4.6889, 0.7973], [4.1753, -5.7170, 0.7409], [4.6518, -2.6162, 0.4790], [5.4655, -3.1394, 1.9619], [6.2599, -3.3620, 0.3926], [-6.3833, 5.5936, 4.1027], [-5.9628, 4.4266, 4.8693], [-5.6542, 3.5124, 5.4918], [-6.0839, 5.4853, 3.0618], [-7.4658, 5.6983, 4.1567], [-5.9246, 6.4902, 4.5149], [-8.7961, 4.6521, 7.4754], [-9.1288, 5.8434, 6.7022], [-9.3721, 6.7756, 6.0784], [-8.0169, 4.0880, 6.9643], [-8.4365, 4.9385, 8.4617], [-9.6768, 4.0226, 7.5865], [9.2719, 0.0458, -5.5725], [9.1236, -0.3873, -4.1889], [8.9724, -0.7240, -3.1026], [9.0915, -0.7919, -6.2433], [8.5497, 0.8324, -5.7840], [10.2785, 0.4250, -5.7372]], "forces_ev_per_angstrom": [[-0.27, 0.05, 0.11], [0.09, 0.18, -0.07], [0.12, -0.24, 0.07], [0.10, 0.55, -0.12], [0.08, -0.32, 0.12], [0.13, 0.04, -0.43], [0.01, 0.03, 0.12], [-0.18, 0.05, -0.27], [0.13, -0.25, -0.18], [0.00, 0.04, 0.20], [0.02, -0.10, 0.02], [0.05, -0.07, -0.02], [0.05, 0.01, -0.03], [-0.01, -0.12, 0.06], [-0.03, -0.15, -0.03], [-0.03, 0.07, -0.10], [-0.01, 0.12, -0.01], [0.01, 0.02, 0.06], [-0.12, -0.03, 0.24], [-0.11, 0.14, 0.23], [0.08, -0.08, -0.06], [0.01, 0.01, 0.01], [0.01, 0.02, 0.03], [-0.02, 0.01, 0.02], [-0.02, 0.01, 0.02], [-0.02, 0.01, 0.01], [-0.08, -0.04, -0.02], [0.03, 0.01, -0.04], [-0.06, -0.06, 0.01], [0.00, 0.01, 0.00], [-0.03, 0.02, 0.03], [0.00, 0.00, 0.00], [-0.06, -0.02, 0.00], [0.08, -0.02, -0.06], [0.01, 0.02, -0.02], [0.02, -0.01, 0.01], [-0.02, 0.02, -0.01], [0.01, 0.00, 0.00], [-0.07, -0.13, -0.03], [-0.01, 0.03, 0.07], [0.00, 0.01, 0.01], [0.03, -0.02, 0.02], [-0.01, 0.03, 0.00], [-0.03, 0.06, 0.02], [-0.06, -0.02, -0.05], [0.03, -0.02, 0.11], [0.09, 0.02, -0.06], [0.05, 0.04, 0.01], [0.02, 0.00, 0.00], [0.00, -0.02, 0.00], [0.00, 0.02, -0.04], [-0.07, 0.04, 0.05], [-0.03, 0.04, -0.02], [0.00, -0.01, 0.01], [0.00, 0.03, 0.01], [-0.01, 0.00, 0.00], [-0.01, -0.02, 0.01], [0.04, -0.03, -0.01], [0.03, -0.02, -0.03], [0.01, -0.01, 0.02], [0.00, 0.00, 0.00], [-0.01, 0.01, 0.00], [0.02, 0.03, 0.00], [-0.09, 0.02, 0.00], [0.09, -0.02, 0.01], [0.00, 0.00, 0.00], [-0.01, -0.01, 0.00], [0.00, 0.00, -0.01]], "smiles": "CO[C@@](CN)([PH2]=S)P(O)Cl.CC#N.CC#N.CC#N.CC#N.CC#N.CC#N.CC#N.CC#N", "max_force_ev_per_a": 0.57, "charge": 0, "lumo_energy_ev": 0.2, "energy_ha": -2928.69732}

Record 2
{"formula": "C19H34F2KNO10PS", "method": "ωB97M-V with the def2-TZVPD basis set", "species": ["C", "C", "C", "C", "O", "S", "O", "O", "C", "C", "C", "F", "H", "H", "H", "H", "H", "H", "H", "H", "H", "H", "H", "H", "H", "O", "P", "O", "C", "C", "O", "C", "C", "O", "C", "C", "H", "H", "H", "H", "H", "H", "H", "H", "H", "H", "H", "H", "H", "H", "H", "F", "C", "C", "C", "C", "C", "C", "N", "O", "O", "H", "H", "H", "H", "H", "K", "O", "H"], "positions_angstrom": [[-0.1464, 5.7892, 4.2217], [-0.4804, 6.1907, 2.7829], [0.3063, 7.4024, 2.2925], [0.1188, 7.6026, 0.7669], [-1.1877, 7.1320, 0.3667], [-1.3198, 5.5490, 0.3643], [-0.8405, 4.9714, -0.8445], [-2.6694, 5.2710, 0.7540], [-0.2776, 5.0671, 1.7473], [-0.6482, 3.6601, 2.2175], [0.5534, 2.8428, 2.6848], [1.6574, 3.0375, 1.8882], [0.7154, 5.1337, 4.2988], [-0.0210, 6.6822, 4.8427], [-1.0017, 5.2701, 4.6526], [-1.5500, 6.4183, 2.7260], [1.3756, 7.2055, 2.4215], [0.0857, 8.2915, 2.8658], [0.1889, 8.6591, 0.4678], [0.8864, 7.0784, 0.2030], [0.7554, 5.1198, 1.4047], [-1.4235, 3.6913, 2.9789], [-1.0676, 3.1369, 1.3573], [0.7620, 3.0164, 3.7408], [0.2630, 1.7951, 2.5962], [1.1454, -2.5987, 0.2072], [0.4198, -1.9456, -0.8867], [-0.6724, -2.8926, -1.5497], [-1.6573, -3.5261, -0.7481], [-2.8783, -2.6714, -0.4659], [1.4098, -1.9171, -2.1387], [2.8367, -1.9522, -1.9355], [3.3077, -3.3483, -2.2750], [-0.2628, -0.5212, -1.0770], [0.5711, 0.6393, -0.8786], [0.6160, 1.4326, -2.1619], [-1.1966, -3.8514, 0.1890], [-1.9389, -4.4178, -1.3068], [-2.6197, -1.8114, 0.1561], [-3.6390, -3.2569, 0.0517], [-3.2968, -2.2841, -1.3955], [3.1074, -1.7101, -0.9052], [3.2695, -1.1748, -2.5748], [2.8181, -4.0962, -1.6535], [4.3881, -3.4524, -2.1411], [3.0622, -3.6039, -3.3039], [1.5765, 0.3521, -0.5611], [0.1245, 1.2368, -0.0805], [1.0684, 0.8375, -2.9549], [1.1932, 2.3480, -2.0282], [-0.3928, 1.6942, -2.4810], [2.5541, -5.9322, -2.1626], [0.7500, -7.0621, -0.8626], [0.6698, -8.2789, -0.1953], [-0.3406, -9.1798, -0.4968], [-1.2590, -8.8450, -1.4761], [-1.2000, -7.6345, -2.1519], [-0.1896, -6.7441, -1.8338], [-2.3160, -9.8034, -1.8149], [-2.3618, -10.8523, -1.1950], [-3.0988, -9.5067, -2.6992], [1.5417, -6.3553, -0.6478], [1.4022, -8.5293, 0.5606], [-0.4082, -10.1267, 0.0178], [-1.9276, -7.3932, -2.9124], [-0.1164, -5.7980, -2.3522], [-0.5538, 9.4642, 4.1351], [0.0134, 9.9183, -1.4025], [-0.5537, 9.1367, -1.4094]], "forces_ev_per_angstrom": [[-0.69, 0.05, -0.20], [-0.09, -0.05, 0.10], [0.56, -0.75, -0.98], [0.17, 0.61, 0.39], [0.24, -0.24, 0.23], [-0.74, -0.56, -0.15], [0.46, 0.16, -0.06], [-0.14, 0.19, 0.13], [0.13, 0.73, 0.52], [0.33, 0.09, -1.02], [-1.12, -0.61, 0.31], [0.17, 0.26, 0.11], [0.26, 0.25, 0.08], [0.32, -0.05, 0.11], [0.08, -0.18, 0.08], [-0.04, 0.16, 0.24], [0.04, 0.08, 0.25], [0.53, -1.19, -1.52], [-0.17, 0.00, -0.47], [0.01, -0.08, -0.03], [0.03, -0.33, -0.14], [-0.02, -0.07, 0.07], [-0.13, -0.05, 0.03], [0.54, 0.22, -0.09], [0.18, -0.11, 0.06], [-0.97, 1.41, 1.68], [1.54, -2.35, -3.66], [-0.56, 0.78, 0.41], [-0.23, -0.60, 0.34], [0.19, 0.33, -0.17], [0.07, 1.03, 0.19], [0.43, -0.51, -0.22], [0.23, 0.48, 0.05], [-0.17, 0.14, 1.60], [-0.02, 0.28, -0.07], [-0.02, -0.12, -0.19], [0.00, -0.08, -0.04], [-0.02, -0.03, 0.07], [-0.01, -0.02, 0.03], [0.03, -0.04, -0.01], [-0.05, -0.05, -0.01], [-0.24, 0.03, 0.06], [-0.14, -0.04, -0.10], [0.05, -0.10, -0.13], [0.01, 0.07, 0.00], [-0.01, -0.02, -0.01], [-0.03, -0.08, 0.00], [-0.02, -0.09, 0.05], [0.05, -0.02, 0.04], [-0.03, 0.02, 0.03], [0.00, 0.07, 0.07], [0.18, -0.24, -0.12], [0.03, 0.04, 0.63], [-0.24, -0.02, -0.14], [0.19, -0.10, 0.11], [-0.11, -0.18, -0.03], [0.09, 0.25, -0.03], [-0.31, -0.04, -0.14], [0.23, 0.20, 0.11], [-0.07, -0.10, 0.00], [-0.11, -0.03, -0.06], [0.00, -0.03, -0.24], [0.00, -0.01, 0.02], [-0.09, -0.05, -0.06], [-0.05, -0.10, -0.01], [0.17, -0.02, -0.01], [-0.86, 1.54, 1.27], [0.06, -0.22, 0.90], [-0.09, 0.11, -0.27]], "max_force_ev_per_a": 4.62, "charge": -1, "lumo_energy_ev": -1.3, "energy_ha": -3090.60111}